ORCA calculation (wB97M-V/def2-TZVPD) on C53H61AsN2SSeV as an isolated structure.

The HOMO energy (spin up / spin down) is -0.8 / -1.1 eV. The net charge is -2. The spin multiplicity is 4. As for the energy above the lowest of the compared OMol25 structures with the same formula, charge and spin: 0.0 kJ/mol. The expectation value of S² is 3.770. As for the gap between HOMO and LUMO (spin up / spin down): 4.9 / 5.1 eV.

Geometry (Å):
V -0.3058 0.5096 0.2208
S 0.3803 0.1657 2.5477
C -0.4566 -1.2151 3.2312
C -0.3016 -1.4605 4.6127
C -0.8632 -2.5613 5.2262
C -1.6014 -3.4899 4.4917
C -1.7722 -3.2718 3.1361
C -1.2373 -2.1439 2.5149
As -1.4363 -1.7939 0.6291
C -3.3503 -1.5234 0.3470
C -3.6968 -0.6384 -0.6670
C -5.0288 -0.4751 -1.0295
C -6.0217 -1.1758 -0.3635
C -5.6830 -2.0288 0.6822
C -4.3521 -2.2051 1.0336
C -1.2739 -3.6053 -0.0884
C -0.1489 -4.3492 0.2612
C 0.0500 -5.6163 -0.2637
C -0.8731 -6.1559 -1.1511
C -1.9942 -5.4205 -1.5043
C -2.1944 -4.1521 -0.9731
H 0.2904 -0.7571 5.1855
H -0.7130 -2.7093 6.2907
H -2.0230 -4.3681 4.9664
H -2.3110 -4.0017 2.5410
H -2.9215 -0.0614 -1.1617
H -5.2811 0.2171 -1.8246
H -7.0614 -1.0441 -0.6399
H -6.4575 -2.5605 1.2227
H -4.0955 -2.8731 1.8469
H 0.5749 -3.9374 0.9534
H 0.9322 -6.1797 0.0160
H -0.7146 -7.1431 -1.5682
H -2.7174 -5.8290 -2.2001
H -3.0749 -3.5892 -1.2550
C -3.4458 -1.7192 -3.9759
C -2.4767 -0.5327 -4.0181
C -2.6352 0.2276 -5.3367
C -1.0361 -0.9710 -3.7814
C -0.5484 -1.9836 -4.6030
C 0.6921 -2.5617 -4.4047
C 1.4698 -2.0947 -3.3562
C 1.0528 -1.0595 -2.5335
C 2.0415 -0.5544 -1.4955
C 3.2689 0.0534 -2.1773
C 2.4786 -1.6218 -0.4941
C -0.2228 -0.4539 -2.7308
N -0.6096 0.5363 -1.8452
C -1.3276 1.6590 -2.2202
C -1.6639 2.5233 -1.2378
N -1.2694 2.2350 0.0762
C -1.5257 3.2457 1.0252
C -0.8322 4.4760 0.9552
C -1.0896 5.4607 1.9050
C -1.9810 5.2506 2.9420
C -2.6192 4.0252 3.0415
C -2.4100 3.0206 2.1028
C -3.1762 1.7206 2.2281
C -3.1058 1.1080 3.6261
C -4.6283 1.9206 1.7922
C 0.2396 4.7242 -0.0952
C 1.5732 5.1323 0.5383
C -0.1945 5.7837 -1.1130
H -4.4823 -1.3719 -4.0431
H -3.3343 -2.2749 -3.0441
H -3.2705 -2.4137 -4.8018
H -2.7633 0.1389 -3.2152
H -2.3670 -0.4118 -6.1837
H -1.9852 1.1042 -5.3681
H -3.6691 0.5584 -5.4791
H -1.1814 -2.3541 -5.4048
H 1.0432 -3.3626 -5.0455
H 2.4493 -2.5306 -3.1840
H 1.6054 0.2772 -0.9231
H 3.8152 -0.7128 -2.7369
H 3.9293 0.4851 -1.4256
H 2.9715 0.8406 -2.8742
H 3.0343 -2.4256 -0.9890
H 1.6221 -2.0660 0.0149
H 3.1215 -1.1631 0.2590
H -1.5787 1.8559 -3.2560
H -2.2505 3.4148 -1.4278
H -0.5521 6.4028 1.8461
H -2.1555 6.0256 3.6820
H -3.3046 3.8454 3.8638
H -2.7158 1.0172 1.5425
H -3.6566 1.7041 4.3607
H -2.0667 1.0168 3.9555
H -3.5475 0.1063 3.6168
H -5.1274 2.6396 2.4530
H -5.1805 0.9769 1.8284
H -4.6759 2.3082 0.7720
H 0.4029 3.7826 -0.6185
H 1.5147 6.1285 0.9903
H 2.3581 5.1545 -0.2224
H 1.8894 4.4176 1.3004
H -0.3587 6.7459 -0.6140
H -1.1169 5.5046 -1.6230
H 0.5838 5.9264 -1.8694
C 8.7916 -1.2613 0.9060
C 7.5258 -0.4449 0.9707
C 7.3109 0.6316 0.1211
C 6.1407 1.3857 0.1606
C 5.9969 2.5484 -0.7817
C 5.1112 1.0709 1.0798
Se 3.5125 2.1074 1.1282
C 5.3329 -0.0229 1.9529
C 4.3218 -0.4403 2.9940
C 6.5194 -0.7467 1.8794
H 9.4936 -0.8349 0.1853
H 8.5923 -2.2937 0.6006
H 9.2970 -1.3044 1.8760
H 8.0797 0.8996 -0.6016
H 6.8682 2.6259 -1.4409
H 5.8736 3.4822 -0.2255
H 5.0890 2.4515 -1.3823
H 3.4324 0.1854 2.9555
H 4.7555 -0.3747 3.9980
H 4.0144 -1.4800 2.8416
H 6.6561 -1.5823 2.5654

Forces on the atoms, in the same order (eV/Å):
V 0.2881 -0.2616 -0.0427
S -0.0663 -0.0462 0.2296
C 0.0428 -0.0180 0.0567
C -0.0295 -0.0234 -0.0213
C 0.0094 0.0240 -0.0015
C -0.0065 -0.0133 0.0142
C 0.0173 0.0254 0.0098
C 0.0285 -0.0210 -0.0070
As -0.0574 0.1554 -0.0066
C 0.0138 -0.1194 0.0359
C -0.0335 0.0666 0.0072
C -0.0006 0.0715 0.0448
C -0.0021 0.0144 0.0467
C 0.0146 0.0019 -0.0130
C -0.0136 0.0017 -0.0128
C 0.0367 0.0090 0.0669
C -0.0092 -0.0339 -0.0146
C 0.0054 -0.0135 -0.0155
C -0.0046 0.0250 0.0070
C 0.0091 -0.0031 -0.0023
C 0.0045 0.0161 -0.0468
H 0.0002 -0.0024 -0.0036
H -0.0061 -0.0034 -0.0171
H 0.0070 0.0135 -0.0042
H -0.0011 -0.0121 -0.0105
H 0.0247 -0.0074 -0.0013
H -0.0047 -0.0158 0.0090
H 0.0076 -0.0016 -0.0005
H -0.0015 0.0032 -0.0010
H -0.0068 0.0070 -0.0136
H 0.0237 0.0197 0.0349
H -0.0093 0.0031 -0.0048
H 0.0004 -0.0005 -0.0023
H 0.0033 -0.0009 -0.0009
H -0.0236 0.0098 0.0155
C -0.0019 -0.0003 -0.0193
C 0.0325 -0.0426 -0.0141
C 0.0109 0.0036 -0.0441
C -0.0126 0.0016 0.0249
C -0.0146 0.0065 0.0133
C -0.0082 -0.0025 -0.0280
C 0.0365 0.0116 0.0481
C -0.0042 -0.0293 -0.0155
C -0.0315 0.0271 0.0222
C 0.0008 0.0305 -0.0150
C 0.0611 -0.0027 -0.0119
C -0.0915 -0.0250 0.0072
N 0.1500 -0.0547 -0.0651
C -0.1399 0.0449 0.0456
C -0.0355 -0.0276 0.0212
N -0.3944 0.1707 -0.1786
C 0.2519 -0.0551 0.2034
C -0.0423 0.0223 0.0007
C 0.0540 0.0102 -0.1213
C -0.0241 0.0052 0.0764
C -0.0501 0.0083 -0.0534
C 0.0366 0.0315 -0.0457
C -0.0461 0.0786 0.1195
C 0.0879 -0.0211 0.0461
C -0.0361 0.0040 -0.0079
C 0.0005 0.0399 0.0433
C -0.0102 -0.0433 0.0070
C 0.0280 0.0204 0.0160
H 0.0365 -0.0108 0.0055
H -0.0084 0.0170 -0.0195
H -0.0028 0.0167 0.0006
H -0.0168 0.0303 0.0380
H -0.0027 0.0161 0.0212
H -0.0165 -0.0156 0.0080
H 0.0183 -0.0023 0.0114
H 0.0225 0.0046 0.0166
H -0.0111 0.0120 0.0129
H -0.0342 0.0055 -0.0089
H 0.0354 -0.0310 -0.1374
H -0.0042 0.0168 0.0100
H 0.0146 0.0039 0.0206
H 0.0111 -0.0093 0.0199
H -0.0194 0.0251 0.0220
H -0.0441 -0.0166 0.0262
H 0.0265 -0.0060 0.0343
H 0.0278 0.0415 -0.0268
H 0.0577 0.1056 -0.0661
H -0.0130 -0.0337 -0.0036
H -0.0001 -0.0380 -0.0270
H 0.0126 -0.0049 -0.0079
H 0.0696 -0.1097 -0.1476
H 0.0063 0.0149 -0.0084
H -0.1181 0.0231 -0.0399
H 0.0089 0.0128 0.0070
H 0.0106 -0.0380 -0.0438
H 0.0001 -0.0180 -0.0122
H -0.0031 -0.0148 0.0063
H -0.0057 -0.0008 -0.0319
H -0.0237 -0.0251 0.0202
H -0.0335 -0.0145 0.0425
H -0.0259 0.0760 -0.0414
H -0.0029 -0.0342 -0.0279
H -0.0256 -0.0307 0.0031
H -0.0264 -0.0093 0.0335
C 0.0169 -0.0129 -0.0082
C -0.0031 -0.0059 0.0104
C -0.0161 0.0125 -0.0055
C -0.0239 -0.0323 0.0260
C -0.0204 0.0060 -0.0016
C 0.0552 -0.0852 0.0540
Se 0.0478 0.0196 -0.0819
C 0.0151 0.0316 -0.0378
C -0.0027 0.0002 -0.0408
C -0.0197 0.0060 -0.0084
H -0.0186 -0.0059 0.0153
H 0.0016 0.0249 0.0070
H -0.0180 0.0029 -0.0175
H -0.0113 -0.0110 0.0158
H -0.0384 -0.0111 0.0371
H 0.0026 -0.0368 -0.0075
H 0.0363 0.0146 0.0061
H 0.0073 -0.0149 -0.0185
H -0.0029 0.0200 -0.0285
H 0.0008 0.0205 -0.0137
H 0.0026 0.0159 -0.0207

These are the Mulliken partial charges, in e, on atoms 1 to 6:
1. V 0.222
2. S -0.173
3. C 0.067
4. C -0.744
5. C -0.703
6. C -0.837